# C51H116O15S5

A 11-piece molecular cluster, C51H116O15S5 overall in a non-equilibrium geometry (the ωB97M-V functional and the def2-TZVPD basis, OMol25).

HOMO level (Eh): -0.343
HOMO-LUMO gap (hartree): 0.34985
Molecular weight (Da): 1129.809
2S+1: 1

```
187
Properties=species:S:1:pos:R:3:lowdin_charge:R:1
H 1.389 4.217 -2.672 0.096
H -4.487 -1.032 -0.143 0.056
H -9.382 -2.433 -3.462 0.072
C 3.076 -1.776 4.641 -0.214
H 3.206 0.958 -0.792 0.049
H -2.749 -1.797 -6.252 0.097
H 3.870 -3.053 1.564 0.085
C 1.681 -5.393 4.902 -0.104
H -0.020 -3.245 -3.549 0.082
H -4.947 -2.309 1.043 0.072
H 6.024 3.477 1.019 0.113
H 3.262 -4.252 5.855 0.112
C -3.465 -0.684 2.943 -0.259
O 0.472 1.740 -4.096 -0.284
H 5.365 0.234 -1.579 0.040
O -7.651 -0.152 -3.494 -0.285
C -2.777 0.430 3.737 -0.102
C -1.409 2.751 -1.427 -0.066
H 1.155 -5.435 3.943 0.049
H 0.956 -5.268 5.707 0.068
C 5.311 3.562 -1.014 -0.306
H -1.769 -2.048 4.872 0.107
S -0.658 1.190 -4.811 0.611
O -0.094 0.528 -1.090 -0.307
H -6.348 3.898 -0.006 0.125
H 6.461 -3.166 -0.029 0.107
H 4.782 4.688 0.780 0.114
C 5.897 -0.669 -1.274 -0.094
C -0.635 1.719 -6.547 -0.086
C -4.062 -1.682 -8.009 -0.067
H 5.017 2.167 3.474 0.073
C 6.406 4.443 -1.582 -0.090
C 5.412 -1.303 0.043 -0.266
C 2.266 0.676 -1.272 -0.054
H 0.605 -0.856 3.613 0.056
H -3.578 -0.653 -4.591 0.046
H -9.063 -2.922 -1.806 0.067
C 0.816 -2.892 0.684 -0.091
H 0.203 -6.064 1.629 0.098
H 4.358 3.631 -1.544 0.015
H 1.033 0.380 0.547 0.102
H -0.495 -1.739 -0.635 0.079
H 3.090 0.406 4.717 0.089
C 5.694 -2.960 2.662 -0.283
H 1.033 2.041 -0.160 0.101
O -3.187 5.154 0.253 -0.310
H 6.155 5.504 -1.495 0.073
C 7.158 -3.408 2.676 -0.093
H -4.874 3.731 -0.894 0.107
H -2.048 -3.500 -0.983 0.092
O -8.682 -0.368 -1.228 -0.289
H -2.213 3.422 2.408 0.053
C 2.786 5.515 -1.761 -0.196
H 4.425 1.732 1.014 0.109
H 1.480 -2.898 3.756 0.086
H 1.103 0.868 3.480 0.064
O -1.346 1.262 0.810 -0.287
H 7.693 -2.867 1.890 0.065
H 2.891 6.162 -2.635 0.120
H 3.662 -1.875 3.722 0.079
C -0.389 -1.258 -3.980 -0.247
H -1.719 -5.747 0.232 0.101
H -0.731 3.374 -0.855 0.064
C 3.381 3.101 2.316 -0.253
H -6.503 1.688 -1.049 0.077
H 2.262 3.369 -1.407 0.073
O -1.990 1.372 -4.292 -0.282
H -4.683 -0.806 -7.800 0.082
H 2.357 -0.387 -1.510 0.087
C -3.532 -2.361 -6.763 -0.277
C -8.595 -2.576 -2.725 -0.091
C 4.414 3.074 3.443 -0.109
H 3.895 3.177 4.399 0.069
H -3.442 -0.330 1.909 0.077
H 2.188 1.193 -2.228 0.062
H -5.264 -0.581 -3.936 0.057
H -0.502 7.803 0.273 0.077
H -1.347 -1.198 -3.457 0.103
H 4.870 -3.222 -0.726 0.113
C -4.299 -1.078 -3.900 -0.085
H 2.972 2.673 -3.776 0.060
C -0.231 -2.695 -0.206 -0.077
C -2.120 -4.643 5.858 -0.125
H 6.918 -0.339 -1.070 0.072
H 5.183 -3.286 3.572 0.076
C -6.406 -2.007 -0.490 -0.265
H -1.064 -4.108 4.059 0.088
H 4.900 -4.478 1.345 0.117
H -3.116 -4.543 6.293 0.070
O -3.113 -3.423 -4.117 -0.290
H -2.850 0.282 4.819 0.071
H -4.522 -0.729 3.223 0.109
H 3.529 4.347 -4.039 0.086
H -2.757 -4.636 3.815 0.108
H 0.305 1.386 -6.970 0.073
H -3.172 -2.787 2.322 0.094
H 0.449 7.334 -1.990 0.113
H 2.088 -6.407 4.955 0.073
C 0.096 -5.141 1.074 -0.087
O -6.460 -1.326 -1.744 -0.289
O -4.865 5.724 2.015 -0.283
S -7.917 -0.933 -2.312 0.610
H -0.893 -3.144 -5.057 0.056
C 3.957 2.723 0.960 -0.217
H 0.873 -2.655 -4.938 0.085
C 2.373 4.112 -2.200 -0.246
H 3.781 5.430 -1.311 0.084
C -1.161 -3.704 -0.398 -0.078
C 1.045 -4.124 1.249 -0.098
H 2.572 2.416 2.588 0.080
H -1.830 -5.694 5.882 0.067
S -4.417 -2.833 -4.315 0.646
S -1.499 1.116 -0.617 0.595
C -5.416 3.332 -0.034 -0.278
H -3.962 -1.076 -2.862 0.053
H -3.126 -3.332 -7.055 0.124
H -3.272 -1.258 -8.631 0.078
H -4.702 -2.346 -8.586 0.080
H -2.074 5.187 2.780 0.070
C -0.562 6.813 -0.175 -0.112
H -0.702 2.805 -6.508 0.073
O -4.667 -2.641 -5.934 -0.264
C -2.600 -2.615 4.438 -0.219
H -0.449 6.054 0.607 0.061
H 5.943 -0.822 0.866 0.098
C -2.731 4.320 2.741 -0.097
H 1.467 -2.060 0.933 0.083
H 3.754 -1.932 5.484 0.118
H 2.900 4.081 2.256 0.106
C 1.828 6.195 -0.756 -0.207
H 1.893 -4.249 1.911 0.080
H 1.729 5.476 0.065 0.101
C -5.683 1.880 -0.360 -0.050
C -0.113 -2.669 -4.474 -0.051
S -3.898 4.799 1.465 0.631
H 5.065 3.951 3.408 0.069
H 6.501 4.214 -2.645 0.073
C 3.323 3.584 -3.290 -0.096
H 4.266 3.291 -2.818 0.034
H -4.412 -2.745 -0.559 0.077
H -1.093 2.511 -2.438 0.022
H -7.038 -1.499 0.242 0.118
C 1.097 0.971 -0.366 -0.217
O -4.662 3.396 1.173 -0.250
H 4.366 -0.999 0.192 0.088
H -1.554 1.306 -6.951 0.064
H 2.300 7.118 -0.410 0.114
H 1.890 -0.286 5.667 0.108
H 5.647 -1.868 2.691 0.094
H -6.699 -3.058 -0.572 0.125
C 5.432 -2.821 0.121 -0.215
O -5.597 -3.438 -3.774 -0.274
H 0.170 5.645 -1.904 0.086
C 4.906 -3.389 1.452 -0.221
O -0.433 -0.367 -5.119 -0.265
H 7.377 4.325 -1.101 0.075
H -4.771 1.479 -0.812 0.058
C 2.372 -0.424 4.694 -0.246
C 2.073 -2.925 4.676 -0.233
H 3.525 -4.463 4.187 0.092
H -1.772 -1.923 2.623 0.106
H 5.598 2.515 -1.188 0.105
H -1.693 0.416 3.587 0.058
C -2.079 -4.061 4.457 -0.271
H 7.705 -3.238 3.601 0.069
H -3.526 -2.511 5.008 0.118
H 5.856 -1.327 -2.143 0.073
C 2.715 -4.286 4.906 -0.265
O -2.538 0.265 -1.133 -0.280
H 7.273 -4.464 2.421 0.076
C 1.440 -0.163 3.487 -0.095
C 5.084 3.673 0.500 -0.191
H -3.254 4.197 3.684 0.075
H 1.357 -2.795 5.498 0.121
H -1.597 6.680 -0.499 0.051
H -3.196 1.388 3.439 0.054
H 3.178 2.663 0.195 0.060
H -1.449 -4.063 6.499 0.069
H -5.847 1.268 0.532 0.087
H -2.414 3.154 -1.539 0.067
C -0.995 -4.944 0.230 -0.077
H 0.422 -0.966 -3.311 0.108
C -4.977 -1.993 0.001 -0.054
C -2.786 -2.047 3.032 -0.224
H -7.810 -3.226 -3.097 0.044
C 0.429 6.503 -1.274 -0.268
H 1.993 -0.471 2.598 0.058
```

# C5H7N2

An isolated ion of composition C5H7N2 and charge +1 in a non-equilibrium geometry (the ωB97M-V functional and the def2-TZVPD basis, OMol25).

Net charge: +1
HOMO level (Eh): -0.603
ΔE to the lowest compared entry with this formula, charge and spin (eV): 4.623
HOMO-LUMO gap (hartree): 0.41839
Molecular weight (Da): 95.125
2S+1: 1

```
14
Properties=species:S:1:pos:R:3:lowdin_charge:R:1
H -1.526 1.408 -1.263 0.114
C -0.923 -1.809 -0.044 0.050
C 1.278 1.209 0.237 -0.061
N 2.906 -0.783 0.253 0.214
C 2.201 0.097 0.133 -0.202
C -0.809 -0.370 0.021 -0.013
N -0.050 0.659 0.016 -0.018
C -1.411 1.076 -0.256 0.103
H -1.823 1.656 0.549 0.118
H -0.640 -2.420 0.763 0.101
H -1.859 -2.204 -0.414 0.113
H -0.107 -2.050 -0.728 0.124
H 1.390 1.920 -0.608 0.159
H 1.374 1.609 1.340 0.199
```

# C3H3NO2

A 2-piece molecular cluster, C3H3NO2 overall in a non-equilibrium geometry (the ωB97M-V functional and the def2-TZVPD basis, OMol25).

HOMO level (Eh): -0.374
ΔE to the lowest compared entry with this formula, charge and spin (eV): 1.876
HOMO-LUMO gap (hartree): 0.39772
Molecular weight (Da): 85.062
2S+1: 1

```
9
Properties=species:S:1:pos:R:3:lowdin_charge:R:1
C 0.389 -2.224 -1.057 -0.004
H -1.382 1.982 -0.183 0.127
C 0.722 0.386 1.251 -0.025
C -0.797 1.064 -0.370 -0.356
H -0.013 -0.259 1.746 0.090
H 1.733 0.403 1.661 0.077
O -1.182 0.181 -1.096 0.023
N 0.455 1.097 0.243 0.039
O 0.077 -2.579 -2.087 0.028
```

# C35H42BrClI2N2O9P2S3

C35H42BrClI2N2O9P2S3 as an isolated structure in a non-equilibrium geometry (the ωB97M-V functional and the def2-TZVPD basis, OMol25).

HOMO level (Eh): -0.298
ΔE to the lowest compared entry with this formula, charge and spin (eV): 0.625
HOMO-LUMO gap (hartree): 0.27048
Molecular weight (Da): 1162.040
2S+1: 1

```
97
Properties=species:S:1:pos:R:3:lowdin_charge:R:1
H 4.209 1.495 -4.525 0.106
S -5.477 0.164 -4.288 0.649
H -3.110 -5.463 2.546 0.075
C 2.998 1.731 0.382 -0.129
H 1.599 -4.788 7.632 0.043
I -3.227 0.552 3.054 0.934
S -1.613 5.258 1.504 0.168
H 5.009 2.283 -5.912 0.107
H 3.875 -5.146 5.608 0.097
H 2.920 3.525 -4.043 0.098
O 2.814 -1.215 0.436 0.115
H 3.184 1.594 -1.716 0.075
O -1.677 -1.871 0.987 0.127
C -2.501 -4.573 2.391 -0.013
H -5.388 -1.116 -7.156 0.117
H 0.103 -3.048 6.569 0.053
C -2.352 -3.831 3.691 -0.339
H -2.022 0.848 -1.488 0.081
C 2.416 -2.119 3.344 -0.272
N -1.746 -2.704 3.775 0.132
H 3.544 2.035 1.270 0.122
C -3.105 0.894 -1.408 -0.135
C 1.173 3.949 -0.050 -0.073
C 1.915 -0.892 1.158 -0.310
H -7.189 1.242 -6.425 0.120
O 4.608 -0.940 4.440 -0.367
H -4.027 -4.716 4.790 0.082
H 6.272 5.374 -4.463 0.101
H 2.794 3.366 -5.795 0.117
H -2.002 4.195 -1.035 -0.003
O 0.396 5.571 -1.582 0.143
P 4.196 -1.724 3.038 0.653
C 5.397 4.840 -4.103 -0.215
N -0.012 -3.654 5.767 0.106
C 2.902 -3.243 5.525 -0.600
H 4.737 1.480 -0.699 0.063
C 4.247 4.854 -5.118 -0.210
C -4.583 0.392 -5.832 -0.217
O 7.127 2.852 -4.433 -0.319
C -1.257 1.121 0.839 -0.261
O -4.885 -0.922 -3.548 -0.337
H -7.704 -0.311 -7.086 0.116
H -7.847 -0.033 -4.438 0.110
C -5.536 -0.054 -6.947 -0.213
H 4.650 4.937 -6.130 0.116
I -5.588 0.327 0.348 0.869
H -3.211 3.215 0.650 -0.008
P -1.970 3.754 0.302 0.452
C -0.337 0.091 1.045 -0.044
C 0.725 4.451 -1.403 -0.534
C 1.508 -1.659 2.390 -0.102
C 3.670 1.602 -0.751 0.041
H -3.494 1.805 -1.867 0.079
H 3.907 -2.991 5.246 -0.014
H -4.331 1.448 -5.915 0.105
C 4.562 2.440 -4.931 -0.226
C 3.491 3.526 -4.974 -0.216
H -3.499 0.064 -1.992 0.047
C -2.965 -4.495 4.891 -0.038
O 0.772 3.532 -2.436 0.064
H 5.088 5.241 -3.139 0.104
H -2.819 -3.838 5.742 0.069
C 0.618 2.589 0.319 -0.145
H 3.323 -4.809 7.975 0.062
C 1.908 -2.802 4.476 -0.224
H 2.502 -6.257 7.330 0.077
H -0.015 2.977 -2.345 0.104
H 2.259 3.956 -0.022 0.126
C 1.531 1.548 0.516 -0.092
H 4.034 -0.163 4.479 0.053
S 5.831 3.111 -3.862 0.673
H 0.405 -4.553 5.938 0.060
C -3.549 0.724 0.006 -0.824
H -1.534 -4.870 1.986 0.094
C 2.887 -4.765 5.856 -0.257
H -3.017 -3.924 1.690 0.082
H -3.675 -0.205 -5.805 0.103
H -2.367 -5.384 5.090 0.091
C 0.137 -1.860 2.533 -0.022
Cl 5.176 -3.552 3.205 0.267
O -5.696 1.455 -3.687 -0.327
H 3.593 5.709 -4.956 0.115
H -6.992 -1.482 -5.035 0.109
C -7.007 -0.393 -5.028 -0.227
H 0.850 4.658 0.709 0.073
C -0.749 -1.288 1.476 -0.307
C 1.028 0.296 0.884 -0.004
C 2.558 -5.170 7.295 -0.154
H -5.341 0.490 -7.870 0.114
O 5.521 2.744 -2.502 -0.333
C 0.529 -3.007 4.614 -0.187
C -0.378 -2.544 3.644 -0.141
C -6.969 0.172 -6.445 -0.219
C -2.700 0.822 1.026 -0.792
C -0.765 2.388 0.481 -0.267
Br 2.563 -2.075 7.102 0.752
H 2.165 -5.239 5.192 0.104
```